# C2HN3O3

An isolated molecule of C2HN3O3 (ωB97M-V/def2-TZVPD, OMol25).

Structure (XYZ):
```
9
C2HN3O3 ωB97M-V/def2-TZVPD
C 0.935 0.005 -1.152
C -0.798 1.234 -0.172
N 0.870 1.060 -2.156
N -0.038 1.980 -1.869
N 0.010 0.227 -0.051
O 1.594 -0.980 -1.198
O -1.611 1.906 0.348
O -0.338 1.021 -2.810
H -0.186 -0.573 0.482
```

## Properties
Kohn-Sham gap in eV: 9.52
HOMO energy in eV: -9.53
Total charge: 0
Relative energy (zero: lowest compared OMol25 entry of this formula, charge and spin) in kcal per mole: 162.5
Calculated total energy in a.u.: -466.6089
LUMO level in eV: -0.01